C61H87BBr2IN2O3 | ωB97M-V with the def2-TZVPD basis set

As for the charge: +1. For the HOMO-LUMO gap, the calculation gives 0.2724 Ha. The calculation puts the HOMO energy at -10.57 eV.

Last column: Mulliken charge in e.
Cartesian coordinates (Å):
H (6.0357, 1.3842, -4.1321)  0.29
C (2.4954, -2.4451, -0.8654)  -0.77
C (5.0578, 1.4667, -3.6487)  -0.60
Br (-4.7198, 4.4644, -0.7979)  -0.08
C (3.5522, 3.7867, 4.9335)  -0.19
H (-0.8220, 2.7217, -0.9549)  -0.22
H (3.1071, 0.8098, -1.5577)  -0.66
C (3.6102, 1.6858, 1.3738)  -0.95
H (-2.4142, 0.6990, 0.6698)  0.61
C (6.9144, -3.5569, 4.5622)  -0.50
H (-4.1174, -7.6973, -4.3361)  0.37
H (-0.0603, -2.2465, -1.8983)  0.19
C (3.0099, 2.2501, -5.9888)  -0.64
H (4.0935, -8.5495, -0.7680)  0.39
H (-4.4110, -1.0799, -0.0161)  0.05
H (-3.6096, -3.0028, 4.9896)  0.40
H (-2.3316, -1.4538, 0.7883)  0.31
C (-8.6954, 6.1986, 1.3294)  -0.44
H (-7.0797, 8.9446, 3.5030)  0.36
N (-2.3437, 0.4434, -1.4410)  1.24
H (3.8268, 2.4340, -1.3768)  0.53
C (5.2256, 4.0463, 6.6364)  -0.33
O (-0.3434, 2.1088, -3.0785)  -0.43
H (-7.0972, 4.1607, -3.1289)  0.40
C (-2.8350, 2.5007, -2.7143)  -0.34
H (4.2873, 2.3914, 1.8522)  0.28
H (6.2820, -2.6912, 4.5915)  0.40
C (1.0999, 1.3207, 1.2136)  -1.42
C (5.2460, -5.4428, -0.0533)  -0.20
C (-9.4912, 7.0095, 2.1261)  -0.40
C (5.1531, 0.9599, -2.2087)  -0.68
H (2.3073, -1.3920, -1.1020)  0.06
H (2.1985, 2.9141, 0.2449)  0.36
O (3.9517, 1.2323, -5.8132)  -0.42
C (-5.0326, -0.6494, -2.0425)  -1.40
H (-9.5280, 8.6268, 3.5331)  0.36
H (-1.4153, 0.4736, -1.8760)  0.59
C (-3.1322, 0.8069, 4.5748)  -0.54
N (-1.8058, -1.5297, -0.0742)  0.48
C (4.0601, 0.7074, -4.4985)  -0.14
H (3.6749, 5.1453, 3.2772)  0.38
C (2.2550, 2.3128, 1.1553)  -0.41
H (2.0325, 1.8231, -6.2359)  0.22
H (0.1308, 1.5706, -3.7067)  0.19
H (-5.6641, 7.5037, 2.0821)  0.36
H (-4.1910, -2.3872, -1.1697)  0.58
C (-7.3181, 6.3736, 1.3139)  0.25
H (-0.1973, -3.9848, -1.7219)  0.68
C (-2.5842, -1.2529, 5.6874)  -0.42
C (-8.9086, 7.9958, 2.9095)  -0.43
Br (-5.3581, 1.3694, 0.5442)  -0.04
H (3.2808, -2.5129, -0.0967)  0.24
C (7.3615, -5.7897, 3.7984)  -0.33
C (-7.5323, 8.1733, 2.8937)  -0.37
O (-1.5818, 3.5808, -4.5836)  -0.54
C (-5.0643, -5.7837, -4.5315)  -0.37
H (2.8832, -2.9480, -1.7543)  0.34
C (4.0099, 1.3607, -1.2625)  0.56
C (4.7750, -6.7352, 0.1472)  -0.30
C (-5.9494, 3.1889, -1.5884)  -0.20
H (5.6052, -4.6791, 3.2799)  0.37
H (-0.8143, 3.5924, -5.1515)  0.28
H (-1.1966, -3.3880, 0.6427)  0.66
H (5.2187, -0.1358, -2.2309)  0.08
H (1.4456, 0.3679, 1.6191)  0.60
H (5.7568, -3.9473, -1.5403)  0.45
C (-4.0242, 0.1229, 3.7604)  -0.06
H (-4.5815, 0.6576, 3.0031)  0.34
H (-5.3915, 4.1392, -3.4906)  0.40
C (4.1043, 3.3937, 6.1440)  -0.55
H (2.1025, 3.0081, 1.9874)  0.28
C (4.3688, 1.0313, 0.1833)  -0.63
H (-3.6366, 3.0222, -3.2377)  -0.17
H (9.2010, -6.6616, 4.4710)  0.37
H (-6.8610, 3.3880, -1.0217)  0.78
H (8.3990, -2.6921, 5.8427)  0.36
H (4.3886, -0.3267, -4.6241)  0.30
C (-0.8839, 1.9852, -0.1502)  -1.79
H (-10.5648, 6.8743, 2.1365)  0.36
H (-4.9792, -1.1973, -2.9852)  0.45
C (8.9335, -4.6758, 5.2324)  -0.39
H (4.3521, -0.0718, 0.3059)  0.10
C (4.4548, -7.5427, -0.9318)  -0.43
H (2.8863, 2.8818, -5.1017)  0.28
C (-4.8806, -4.4089, -4.5664)  -0.68
H (5.6787, 6.2995, 4.1529)  0.36
H (2.6750, 3.2790, 4.5499)  0.38
H (4.7677, 2.5247, -3.6466)  0.25
H (5.4903, -4.8289, 0.8046)  0.33
I (-2.8783, -0.0321, -4.4097)  0.23
C (-5.6754, 1.6989, -1.3421)  -1.08
H (-2.6960, 2.9760, -1.7454)  -0.18
H (-1.8494, -6.7525, -4.0898)  0.40
C (5.7940, 5.0872, 5.9173)  -0.40
H (-3.0020, 1.8757, 4.4612)  0.43
H (-6.0562, -6.2008, -4.6438)  0.38
C (-2.4134, 0.1171, 5.5411)  -0.47
H (-1.7236, 0.6479, 6.1840)  0.40
H (-2.0250, -1.7889, 6.4427)  0.40
H (-1.5228, -4.3038, -4.1564)  0.45
H (-0.9543, 2.5647, 0.7779)  1.05
H (5.6563, 3.7435, 7.5814)  0.37
H (-6.6912, 5.7434, 0.6949)  0.09
H (-6.3547, 2.6586, -3.6682)  0.36
H (3.3299, 2.8792, -6.8203)  0.31
H (3.0746, 0.6968, -4.0130)  0.02
H (-2.2315, -3.4706, -0.7787)  0.25
H (-5.2060, 1.0552, -3.2791)  1.04
C (5.3910, -4.9491, -1.3534)  -0.56
C (5.0785, -5.7752, -2.4278)  -0.39
C (-2.6131, -1.0443, -1.1841)  -1.44
H (-4.9005, -1.7765, 3.2745)  0.42
C (4.1140, 4.8333, 4.2168)  -0.33
C (-3.6056, -3.8770, -4.4219)  0.23
H (5.4223, 1.3151, 0.2821)  0.47
C (-6.1965, 3.5471, -3.0575)  -1.48
C (6.5411, -4.6699, 3.8263)  -0.14
H (9.8666, -4.6774, 5.7807)  0.36
C (1.2202, -3.1453, -0.3359)  -0.95
C (8.5596, -5.7906, 4.4978)  -0.42
C (-4.1027, -1.3033, -1.0357)  -0.76
H (6.0946, 1.3110, -1.7778)  0.50
C (0.3714, 1.1238, -0.1021)  1.56
C (8.1104, -3.5600, 5.2671)  -0.38
C (-6.7376, 7.3627, 2.0955)  -0.49
C (-3.9739, -6.6251, -4.3562)  -0.43
H (1.0415, -2.7427, 0.6667)  0.33
C (-4.7848, 0.8413, -2.2931)  0.69
H (-3.4584, -2.8032, -4.4445)  0.08
C (-3.4748, -1.9357, 4.8705)  -0.45
C (-2.5166, -4.7186, -4.2500)  -0.39
H (1.4402, -4.2125, -0.2516)  0.51
B (-1.5143, 2.7075, -3.5510)  0.93
C (-2.6993, -6.0943, -4.2167)  -0.51
H (1.0297, 1.4353, -0.9147)  -0.03
H (-5.7314, -3.7537, -4.7074)  0.39
H (5.2068, -5.4105, -3.4385)  0.39
C (4.6087, -7.0629, -2.2193)  -0.46
C (-0.1079, -3.0522, -1.1587)  -0.39
H (-2.2517, -1.5588, -2.0784)  0.31
H (-9.1530, 5.4292, 0.7195)  0.34
C (5.2382, 5.4821, 4.7089)  -0.41
H (7.0676, -6.6628, 3.2301)  0.33
H (4.6595, -7.1156, 1.1542)  0.37
C (-1.3969, -2.9229, -0.3263)  -0.85
H (3.6619, 2.5802, 6.7040)  0.37
C (-3.2671, 1.0846, -2.4827)  -1.55
H (6.6700, 5.5939, 6.3003)  0.36
H (-2.9858, 2.0538, -0.2572)  -0.05
H (3.4437, 0.9049, 2.1212)  0.28
H (4.3717, -7.6965, -3.0640)  0.40
H (-6.0617, -0.7610, -1.6891)  0.45
H (0.1520, 0.0653, -0.2813)  -0.97
C (-2.2013, 1.3018, -0.2078)  0.21
H (-6.6659, 1.2510, -1.4663)  0.67
H (0.3637, 1.6988, 1.9299)  0.52
C (-4.1973, -1.2470, 3.9057)  -0.49